Molecular formula: C90H200F6N15O15P
Method: DFT, the ωB97M-V functional and the def2-TZVPD basis

Calculated values
HOMO energy (eV): -14.68
Calculated total energy (eV): -175190.0748
Strongest force on any atom (hartree/bohr): 0.070
LUMO energy (eV): -5.4302
Gap between HOMO and LUMO (Ha): 0.3398
Total charge: +4

Bonds (Å) are listed after each position.
Element x y z (Å)
1 C -3.99585 -6.63728 1.83842  C2 1.501, H11 1.053, H12 1.091, H13 1.060
2 C -5.26803 -5.84471 1.76444  C1 1.501, C3 1.495, H14 1.134, H15 1.068
3 C -5.05445 -4.44611 2.24787  C2 1.495, N4 1.466, H16 1.109, H17 1.076
4 N -6.18229 -3.51626 2.13001  C3 1.466, C5 1.556, C9 1.574, C10 1.521
5 C -5.74668 -2.11119 2.63764  N4 1.556, C6 1.486, H18 1.120, H19 1.079
6 C -5.38476 -2.11093 4.07851  C5 1.486, C7 1.486, H20 1.113, H21 1.048
7 C -6.37916 -2.65184 5.04132  C6 1.486, C8 1.477, H22 1.077, H23 1.076
8 C -7.11169 -3.82797 4.53034  C7 1.477, C9 1.539, H24 1.093, H25 1.074
9 C -7.42055 -3.89504 3.02454  N4 1.574, C8 1.539, H26 1.063, H27 1.073
10 C -6.74516 -3.42582 0.72038  N4 1.521, H28 1.095, H29 1.088, H30 1.093
11 H -3.46014 -6.37446 2.70631  C1 1.053
12 H -3.26199 -6.37165 1.07545  C1 1.091
13 H -4.17894 -7.68009 1.88919  C1 1.060
14 H -6.08200 -6.23955 2.44893  C2 1.134
15 H -5.58836 -5.85593 0.74546  C2 1.068
16 H -4.14819 -3.95845 1.83462  C3 1.109
17 H -4.80345 -4.38659 3.29215  C3 1.076
18 H -4.87034 -1.91280 1.96970  C5 1.120
19 H -6.54590 -1.43045 2.38791  C5 1.079
20 H -4.45297 -2.70002 4.23038  C6 1.113
21 H -5.07747 -1.16161 4.40017  C6 1.048
22 H -5.95611 -2.75912 6.02550  C7 1.077
23 H -7.13557 -1.88833 5.09683  C7 1.076
24 H -6.51626 -4.71326 4.76934  C8 1.093
25 H -8.05263 -4.16669 4.92240  C8 1.074
26 H -7.70248 -4.87430 2.72213  C9 1.063
27 H -8.22293 -3.23144 2.76406  C9 1.073
28 H -7.09497 -4.40518 0.37883  C10 1.095
29 H -5.96420 -2.99299 0.09956  C10 1.088
30 H -7.59563 -2.74674 0.82246  C10 1.093
31 C -6.52348 2.31607 4.81743  C32 1.565, H41 1.130, H42 1.105, H43 1.073
32 C -5.40298 2.60004 3.76180  C31 1.565, C33 1.517, H44 1.126, H45 1.109
33 C -4.05822 2.25866 4.37406  C32 1.517, N34 1.562, H46 1.091, H47 1.105
34 N -2.71724 2.66566 3.68484  C33 1.562, C35 1.503, C39 1.515, C40 1.494
35 C -2.51208 4.13228 3.94055  N34 1.503, C36 1.522, H48 1.062, H49 1.067
36 C -1.20665 4.75165 3.46081  C35 1.522, C37 1.565, H50 1.095, H51 1.104
37 C 0.01488 3.94073 4.00860  C36 1.565, C38 1.554, H52 1.069, H53 1.061
38 C -0.17339 2.44708 3.62331  C37 1.554, C39 1.509, H54 1.105, H55 1.105
39 C -1.48353 1.92673 4.16060  N34 1.515, C38 1.509, H56 1.097, H57 1.117
40 C -2.78614 2.34225 2.22739  N34 1.494, H58 1.124, H59 1.080, H60 1.099
41 H -7.47875 2.23988 4.21871  C31 1.130
42 H -6.70425 3.03498 5.63701  C31 1.105
43 H -6.42849 1.32361 5.21507  C31 1.073
44 H -5.42553 3.69190 3.48889  C32 1.126
45 H -5.49290 2.01985 2.82071  C32 1.109
46 H -4.06538 1.16848 4.33663  C33 1.091
47 H -3.93028 2.55661 5.43082  C33 1.105
48 H -2.50973 4.25797 4.99490  C35 1.062
49 H -3.36184 4.60085 3.49568  C35 1.067
50 H -1.28379 5.80904 3.73491  C36 1.095
51 H -1.25707 4.82712 2.36030  C36 1.104
52 H 0.09498 4.16378 5.05067  C37 1.069
53 H 0.89800 4.31767 3.55683  C37 1.061
54 H 0.60161 1.81125 4.08778  C38 1.105
55 H 0.07391 2.35559 2.55006  C38 1.105
56 H -1.54185 2.12459 5.23786  C39 1.097
57 H -1.61772 0.83528 3.96486  C39 1.117
58 H -1.79029 2.43912 1.71535  C40 1.124
59 H -3.40731 3.06278 1.71683  C40 1.080
60 H -3.07416 1.28156 2.19988  C40 1.099
61 C 5.11575 -0.60948 7.42969  C62 1.515, H71 1.089, H72 1.131, H73 1.100
62 C 4.86430 0.87994 7.54117  C61 1.515, C63 1.511, H74 1.113, H75 1.119
63 C 4.27938 1.46312 6.27602  C62 1.511, N64 1.505, H76 1.105, H77 1.100
64 N 3.98065 2.93556 6.36809  C63 1.505, C65 1.512, C69 1.515, C70 1.506
65 C 5.16564 3.72311 6.87945  N64 1.512, C66 1.526, H78 1.124, H79 1.131
66 C 6.42421 3.70694 6.01722  C65 1.526, C67 1.527, H80 1.120, H81 1.091
67 C 6.02876 4.28221 4.65912  C66 1.527, C68 1.541, H82 1.073, H83 1.107
68 C 4.87957 3.51676 3.97410  C67 1.541, C69 1.551, H84 1.101, H85 1.076
69 C 3.68423 3.38891 4.95351  N64 1.515, C68 1.551, H86 1.079, H87 1.101
70 C 2.79254 3.25764 7.23610  N64 1.506, H88 1.059, H89 1.080, H90 1.111
71 H 5.61318 -1.03715 6.56006  C61 1.089
72 H 4.09228 -1.08068 7.53087  C61 1.131
73 H 5.70843 -0.91258 8.30523  C61 1.100
74 H 5.81960 1.38726 7.80545  C62 1.113
75 H 4.19750 1.12584 8.40606  C62 1.119
76 H 3.36053 0.97090 5.90874  C63 1.105
77 H 5.04207 1.34764 5.49150  C63 1.100
78 H 5.32145 3.44137 7.95644  C65 1.124
79 H 4.84406 4.80257 6.77980  C65 1.131
80 H 6.93381 2.71394 5.92821  C66 1.120
81 H 7.17476 4.33775 6.49690  C66 1.091
82 H 6.86723 4.32727 3.99102  C67 1.073
83 H 5.67618 5.32695 4.75283  C67 1.107
84 H 5.29763 2.56408 3.61442  C68 1.101
85 H 4.59043 4.08363 3.10668  C68 1.076
86 H 2.93007 2.68303 4.64229  C69 1.079
87 H 3.19954 4.37142 5.06760  C69 1.101
88 H 1.92727 2.94870 6.70998  C70 1.059
89 H 2.83161 4.31852 7.43701  C70 1.080
90 H 2.80843 2.68532 8.18802  C70 1.111
91 C 5.10973 -4.24667 -5.84346  C92 1.611, H101 1.120, H102 1.121, H103 1.086
92 C 3.90130 -3.28999 -5.37432  C91 1.611, C93 1.510, H104 1.134, H105 1.101
93 C 2.52469 -3.49650 -5.95956  C92 1.510, N94 1.455, H106 1.065, H107 1.081
94 N 1.60244 -2.43699 -5.58082  C93 1.455, C95 1.524, C99 1.494, C100 1.519
95 C 0.21385 -2.96210 -5.92736  N94 1.524, C96 1.507, H108 1.115, H109 1.110
96 C -0.12051 -3.13187 -7.38661  C95 1.507, C97 1.530, H110 1.076, H111 1.123
97 C -0.02298 -1.77051 -8.07698  C96 1.530, C98 1.541, H112 1.114, H113 1.062
98 C 1.40213 -1.23259 -7.84337  C97 1.541, C99 1.561, H114 1.083, H115 1.086
99 C 1.78648 -1.15888 -6.33206  N94 1.494, C98 1.561, H116 1.092, H117 1.090
100 C 1.67714 -2.12501 -4.09592  N94 1.519, H118 1.115, H119 1.066, H120 1.082
101 H 6.15503 -3.86098 -5.72649  C91 1.120
102 H 4.93064 -4.41054 -6.93754  C91 1.121
103 H 5.13541 -5.16757 -5.26935  C91 1.086
104 H 4.21036 -2.22839 -5.62460  C92 1.134
105 H 3.76079 -3.42872 -4.29118  C92 1.101
106 H 2.09368 -4.40623 -5.61242  C93 1.065
107 H 2.48441 -3.45194 -7.03886  C93 1.081
108 H 0.15611 -3.98908 -5.49585  C95 1.115
109 H -0.53800 -2.31307 -5.43255  C95 1.110
110 H 0.43545 -3.91125 -7.87816  C96 1.076
111 H -1.20412 -3.41435 -7.47107  C96 1.123
112 H -0.22656 -1.85183 -9.16918  C97 1.114
113 H -0.58433 -0.99752 -7.61209  C97 1.062
114 H 2.19011 -1.84065 -8.27096  C98 1.083
115 H 1.65531 -0.23394 -8.18781  C98 1.086
116 H 2.83652 -0.86947 -6.24966  C99 1.092
117 H 1.17557 -0.40047 -5.84228  C99 1.090
118 H 1.68582 -3.06257 -3.49338  C100 1.115
119 H 0.82133 -1.51401 -3.92135  C100 1.066
120 H 2.57294 -1.56459 -3.86254  C100 1.082
121 C -1.09900 6.20766 -6.02121  C122 1.511, H131 1.080, H132 1.095, H133 1.077
122 C 0.00110 5.24455 -5.63843  C121 1.511, C123 1.516, H134 1.113, H135 1.095
123 C 0.91832 5.78192 -4.55792  C122 1.516, N124 1.465, H136 1.119, H137 1.099
124 N 2.11920 4.96823 -4.35595  C123 1.465, C125 1.526, C129 1.500, C130 1.550
125 C 1.74203 3.49009 -4.39705  N124 1.526, C126 1.561, H138 1.049, H139 1.070
126 C 2.85803 2.46990 -4.00781  C125 1.561, C127 1.507, H140 1.064, H141 1.095
127 C 3.51963 2.81976 -2.69956  C126 1.507, C128 1.522, H142 1.079, H143 1.114
128 C 3.89847 4.29252 -2.74975  C127 1.522, C129 1.481, H144 1.104, H145 1.117
129 C 2.79132 5.23238 -3.04070  N124 1.500, C128 1.481, H146 1.118, H147 1.129
130 C 3.09688 5.18302 -5.53962  N124 1.550, H148 1.090, H149 1.071, H150 1.097
131 H -0.72796 7.10684 -6.48969  C121 1.080
132 H -1.77542 6.49717 -5.20976  C121 1.095
133 H -1.73476 5.64994 -6.68867  C121 1.077
134 H 0.60292 5.04540 -6.55312  C122 1.113
135 H -0.35599 4.24846 -5.35491  C122 1.095
136 H 0.36081 5.74096 -3.58825  C123 1.119
137 H 1.25201 6.82042 -4.69319  C123 1.099
138 H 0.86422 3.45675 -3.82387  C125 1.049
139 H 1.48352 3.32813 -5.42215  C125 1.070
140 H 2.35793 1.53199 -3.95583  C126 1.064
141 H 3.63789 2.42708 -4.77570  C126 1.095
142 H 2.85188 2.60693 -1.87890  C127 1.079
143 H 4.40115 2.13840 -2.70906  C127 1.114
144 H 4.33748 4.53438 -1.76604  C128 1.104
145 H 4.70411 4.29651 -3.52299  C128 1.117
146 H 1.91982 5.20165 -2.34102  C129 1.118
147 H 3.21169 6.27485 -2.93328  C129 1.129
148 H 3.77635 5.99007 -5.26702  C130 1.090
149 H 2.48863 5.46735 -6.37347  C130 1.071
150 H 3.65349 4.31458 -5.91269  C130 1.097
151 C -4.50221 -3.48678 -2.78586  C152 1.545, H161 1.096, H162 1.066, H163 1.084
152 C -4.91530 -2.92382 -4.16359  C151 1.545, C153 1.463, H164 1.116, H165 1.072
153 C -4.88535 -1.46114 -4.13795  C152 1.463, N154 1.564, H166 1.088, H167 1.096
154 N -6.07588 -0.74391 -4.85533  C153 1.564, C155 1.510, C159 1.601, C160 1.505
155 C -6.24729 -1.13679 -6.30314  N154 1.510, C156 1.531, H168 1.082, H169 1.056
156 C -7.40662 -0.38895 -6.96644  C155 1.531, C157 1.556, H170 1.081, H171 1.091
157 C -8.75724 -0.58154 -6.21833  C156 1.556, C158 1.528, H172 1.093, H173 1.122
158 C -8.63109 -0.26122 -4.72955  C157 1.528, C159 1.486, H174 1.092, H175 1.068
159 C -7.47312 -0.94833 -4.10187  N154 1.601, C158 1.486, H176 1.099, H177 1.064
160 C -5.68034 0.70789 -4.89775  N154 1.505, H178 1.107, H179 1.095, H180 1.085
161 H -4.76750 -4.54807 -2.72238  C151 1.096
162 H -4.99653 -2.88961 -2.05377  C151 1.066
163 H -3.43777 -3.50992 -2.58110  C151 1.084
164 H -5.91407 -3.37294 -4.37861  C152 1.116
165 H -4.24990 -3.28213 -4.92342  C152 1.072
166 H -3.95102 -1.13539 -4.59099  C153 1.088
167 H -4.93601 -1.08491 -3.10951  C153 1.096
168 H -6.43773 -2.20068 -6.25270  C155 1.082
169 H -5.31590 -0.90730 -6.74512  C155 1.056
170 H -7.45183 -0.70596 -7.99898  C156 1.081
171 H -7.16905 0.65438 -7.17739  C156 1.091
172 H -9.22653 -1.55795 -6.36361  C157 1.093
173 H -9.56026 0.07424 -6.64675  C157 1.122
174 H -9.54150 -0.70191 -4.31680  C158 1.092
175 H -8.65335 0.79530 -4.57542  C158 1.068
176 H -7.64028 -2.03476 -4.07858  C159 1.099
177 H -7.25127 -0.66815 -3.09950  C159 1.064
178 H -6.54304 1.29324 -5.26922  C160 1.107
179 H -4.78812 0.81461 -5.52366  C160 1.095
180 H -5.41337 1.06782 -3.90994  C160 1.085
181 C -0.39162 -4.66090 3.09173  C182 1.526, H191 1.065, H192 1.069, H193 1.072
182 C 1.07867 -4.50030 3.46704  C181 1.526, C183 1.545, H194 1.049, H195 1.095
183 C 1.92602 -5.70675 3.00340  C182 1.545, N184 1.515, H196 1.078, H197 1.087
184 N 3.42668 -5.50033 2.96777  C183 1.515, C185 1.569, C189 1.469, C190 1.454
185 C 4.10676 -5.02186 4.29834  N184 1.569, C186 1.473, H198 1.092, H199 1.094
186 C 4.01795 -5.89461 5.48212  C185 1.473, C187 1.465, H200 1.097, H201 1.102
187 C 4.57283 -7.19382 5.09360  C186 1.465, C188 1.570, H202 1.069, H203 1.121
188 C 4.04120 -7.78310 3.73933  C187 1.570, C189 1.507, H204 1.101, H205 1.104
189 C 4.08410 -6.76882 2.62607  N184 1.469, C188 1.507, H206 1.061, H207 1.086
190 C 3.67070 -4.37808 2.07614  N184 1.454, H208 1.088, H209 1.097, H210 1.110
191 H -0.99737 -3.96733 3.62686  C181 1.065
192 H -0.72247 -5.58915 3.50648  C181 1.069
193 H -0.70713 -4.53410 2.07461  C181 1.072
194 H 1.22722 -4.38948 4.49978  C182 1.049
195 H 1.49637 -3.63685 2.93859  C182 1.095
196 H 1.71798 -5.96877 1.97880  C183 1.078
197 H 1.76904 -6.56492 3.65173  C183 1.087
198 H 3.77211 -4.00017 4.49029  C185 1.092
199 H 5.17246 -4.92636 4.06826  C185 1.094
200 H 2.98399 -5.98401 5.83640  C186 1.097
201 H 4.64937 -5.34933 6.20285  C186 1.102
202 H 4.34049 -7.90871 5.85402  C187 1.069
203 H 5.69260 -7.14032 5.11914  C187 1.121
204 H 3.07414 -8.25803 3.96736  C188 1.101
205 H 4.66209 -8.63442 3.41107  C188 1.104
206 H 3.51512 -7.18468 1.83288  C189 1.061
207 H 5.08874 -6.60359 2.24697  C189 1.086
208 H 2.94109 -4.37420 1.26899  C190 1.088
209 H 4.67038 -4.49070 1.63979  C190 1.097
210 H 3.69763 -3.41046 2.61909  C190 1.110
211 C 8.47963 -5.60376 1.55635  C212 1.527, H221 1.097, H222 1.081, H223 1.096
212 C 8.82646 -4.15246 1.88088  C211 1.527, C213 1.525, H224 1.055, H225 1.102
213 C 8.00696 -3.17471 1.04553  C212 1.525, N214 1.526, H226 1.113, H227 1.060
214 N 8.38762 -1.69739 1.06908  C213 1.526, C215 1.483, C219 1.473, C220 1.513
215 C 9.66035 -1.41865 0.36146  N214 1.483, C216 1.479, H228 1.080, H229 1.109
216 C 10.14707 -0.02382 0.43267  C215 1.479, C217 1.494, H230 1.115, H231 1.127
217 C 10.18248 0.53476 1.81813  C216 1.494, C218 1.492, H232 1.108, H233 1.092
218 C 8.85977 0.22573 2.43592  C217 1.492, C219 1.470, H234 1.101, H235 1.089
219 C 8.55981 -1.21360 2.44976  N214 1.473, C218 1.470, H236 1.086, H237 1.090
220 C 7.19467 -1.02324 0.42650  N214 1.513, H238 1.069, H239 1.060, H240 1.087
221 H 9.03029 -6.30606 2.19396  C211 1.097
222 H 8.67782 -5.80783 0.51380  C211 1.081
223 H 7.42853 -5.85323 1.74295  C211 1.096
224 H 9.85433 -4.06828 1.65856  C212 1.055
225 H 8.67229 -3.95576 2.95396  C212 1.102
226 H 6.91511 -3.18408 1.25890  C213 1.113
227 H 8.04076 -3.49291 0.03487  C213 1.060
228 H 10.38413 -2.09552 0.78995  C215 1.080
229 H 9.50153 -1.60997 -0.71932  C215 1.109
230 H 11.17083 0.01597 -0.00838  C216 1.115
231 H 9.60722 0.68937 -0.25342  C216 1.127
232 H 10.98598 0.08658 2.43484  C217 1.108
233 H 10.45181 1.59333 1.82367  C217 1.092
234 H 8.87717 0.43385 3.51712  C218 1.101
235 H 8.06595 0.82017 1.98702  C218 1.089
236 H 9.39778 -1.77311 2.85495  C219 1.086
237 H 7.65574 -1.41740 3.02445  C219 1.090
238 H 7.42770 0.01707 0.34866  C220 1.069
239 H 6.34942 -0.99153 1.06526  C220 1.060
240 H 7.05355 -1.53095 -0.52380  C220 1.087
241 C -3.20162 3.76866 -4.59248  C242 1.513, H251 1.101, H252 1.081, H253 1.096
242 C -4.03168 4.72472 -3.76329  C241 1.513, C243 1.492, H254 1.143, H255 1.111
243 C -4.29484 4.02079 -2.47386  C242 1.492, N244 1.535, H256 1.089, H257 1.087
244 N -5.36470 4.72203 -1.62551  C243 1.535, C245 1.477, C249 1.509, C250 1.495
245 C -4.88462 6.08018 -1.29961  N244 1.477, C246 1.548, H258 1.080, H259 1.109
246 C -5.64110 6.76332 -0.13500  C245 1.548, C247 1.559, H260 1.053, H261 1.079
247 C -5.72876 5.87794 1.14514  C246 1.559, C248 1.559, H262 1.118, H263 1.093
248 C -6.38901 4.57028 0.61175  C247 1.559, C249 1.514, H264 1.090, H265 1.109
249 C -5.53084 3.84879 -0.40555  N244 1.509, C248 1.514, H266 1.052, H267 1.090
250 C -6.67125 4.78377 -2.34901  N244 1.495, H268 1.095, H269 1.086, H270 1.100
251 H -2.71548 4.38698 -5.36274  C241 1.101
252 H -3.79812 3.00514 -5.07296  C241 1.081
253 H -2.45545 3.24712 -3.98244  C241 1.096
254 H -5.01403 4.94597 -4.30512  C242 1.143
255 H -3.41534 5.64413 -3.67346  C242 1.111
256 H -3.40105 3.98731 -1.85177  C243 1.089
257 H -4.60835 3.00206 -2.68956  C243 1.087
258 H -3.83774 5.92590 -1.08348  C245 1.080
259 H -5.09054 6.72231 -2.17963  C245 1.109
260 H -5.19564 7.67749 0.13902  C246 1.053
261 H -6.62328 7.01331 -0.50588  C246 1.079
262 H -4.72917 5.67292 1.60191  C247 1.118
263 H -6.42355 6.35429 1.84087  C247 1.093
264 H -6.48201 3.89036 1.45861  C248 1.090
265 H -7.40050 4.80937 0.22484  C248 1.109
266 H -4.52317 3.78925 -0.10810  C249 1.052
267 H -5.94334 2.89581 -0.73611  C249 1.090
268 H -6.94977 3.79059 -2.71634  C250 1.095
269 H -6.66655 5.44499 -3.21008  C250 1.086
270 H -7.43463 5.18408 -1.66500  C250 1.100
271 C 3.41563 0.80462 1.31846  C272 1.565, H281 1.108, H282 1.089, H283 1.075
272 C 2.31848 0.89165 0.20575  C271 1.565, C273 1.525, H284 1.093, H285 1.133
273 C 1.46003 -0.34855 0.42913  C272 1.525, N274 1.508, H286 1.069, H287 1.091
274 N 0.23970 -0.34586 -0.45601  C273 1.508, C275 1.477, C279 1.506, C280 1.542
275 C -0.26668 -1.73124 -0.53867  N274 1.477, C276 1.496, H288 1.122, H289 1.096
276 C -1.53120 -1.87809 -1.32510  C275 1.496, C277 1.494, H290 1.073, H291 1.086
277 C -2.65137 -1.02660 -0.82411  C276 1.494, C278 1.507, H292 1.134, H293 1.069
278 C -2.21023 0.41220 -0.73767  C277 1.507, C279 1.539, H294 1.095, H295 1.123
279 C -0.86167 0.58180 -0.01639  N274 1.506, C278 1.539, H296 1.079, H297 1.106
280 C 0.65172 0.17258 -1.84852  N274 1.542, H298 1.084, H299 1.052, H300 1.073
281 H 4.26178 1.51066 1.19901  C271 1.108
282 H 3.72568 -0.23854 1.35336  C271 1.089
283 H 3.10455 0.98757 2.33101  C271 1.075
284 H 2.72471 0.82268 -0.80697  C272 1.093
285 H 1.72372 1.85407 0.26510  C272 1.133
286 H 1.17764 -0.56346 1.43728  C273 1.069
287 H 2.08907 -1.19692 0.15721  C273 1.091
288 H -0.43033 -1.93892 0.55212  C275 1.122
289 H 0.53132 -2.41191 -0.85554  C275 1.096
290 H -1.74556 -2.91557 -1.15749  C276 1.073
291 H -1.37823 -1.81280 -2.39805  C276 1.086
292 H -2.95540 -1.38598 0.20743  C277 1.134
293 H -3.42561 -1.00120 -1.56011  C277 1.069
294 H -2.94465 1.09911 -0.30374  C278 1.095
295 H -2.01159 0.78484 -1.77774  C278 1.123
296 H -0.89290 0.45936 1.05539  C279 1.079
297 H -0.52614 1.61734 -0.21417  C279 1.106
298 H 1.42677 -0.48565 -2.22313  C280 1.084
299 H 0.98209 1.16177 -1.70796  C280 1.052
300 H -0.19089 0.13435 -2.51130  C280 1.073
301 P -0.67942 4.55855 -0.60437  F302 1.606, F303 1.642, F304 1.597, F305 1.622, F306 1.664, F307 1.658
302 F 0.46141 5.66329 -0.84460  P301 1.606
303 F -1.47975 5.17693 -1.89813  P301 1.642
304 F 0.02880 3.62417 -1.68883  P301 1.597
305 F -1.86113 3.46507 -0.40677  P301 1.622
306 F 0.19928 3.83744 0.61055  P301 1.664
307 F -1.44298 5.54936 0.48338  P301 1.658
308 N -5.96019 0.45785 -0.65527  O309 1.294, O310 1.288, O311 1.256
309 O -6.23382 -0.80314 -0.75117  N308 1.294
310 O -5.41282 0.97791 0.38796  N308 1.288
311 O -6.13932 1.22330 -1.63538  N308 1.256
312 N 4.97604 -0.80631 3.60383  O313 1.272, O314 1.239, O315 1.281
313 O 5.23110 0.36465 3.17807  N312 1.272
314 O 5.43847 -1.79754 3.02181  N312 1.239
315 O 4.11608 -0.86329 4.55115  N312 1.281
316 N -1.52799 0.36202 -5.04689  O317 1.260, O318 1.221, O319 1.281
317 O -2.12062 -0.16965 -4.06986  N316 1.260
318 O -2.09395 0.74646 -6.05798  N316 1.221
319 O -0.26096 0.54267 -4.98909  N316 1.281
320 N -2.18916 -1.49966 2.71795  O321 1.246, O322 1.241, O323 1.257
321 O -3.00012 -0.72075 3.25471  N320 1.246
322 O -0.99115 -1.18027 2.66165  N320 1.241
323 O -2.54633 -2.60763 2.24248  N320 1.257
324 N 3.88368 -2.70444 -1.07481  O325 1.268, O326 1.265, O327 1.246
325 O 3.66952 -1.53980 -1.52876  N324 1.268
326 O 4.97145 -2.87049 -0.45096  N324 1.265
327 O 3.11035 -3.66000 -1.27703  N324 1.246

Löwdin population analysis, charges in e, atoms 1 to 99: number 1, C, carries -0.0788; number 2, C, carries -0.2158; number 3, C, carries -0.1777; number 4, N, carries -0.2284; number 5, C, carries -0.0776; number 6, C, carries -0.2011; number 7, C, carries -0.1843; number 8, C, carries -0.1605; number 9, C, carries -0.0623; number 10, C, carries 0.0231; number 11, H, carries 0.0555; number 12, H, carries 0.0889; number 13, H, carries 0.0759; number 14, H, carries 0.1398; number 15, H, carries 0.0969; number 16, H, carries 0.1258; number 17, H, carries 0.1178; number 18, H, carries 0.1206; number 19, H, carries 0.1356; number 20, H, carries 0.1217; number 21, H, carries 0.0854; number 22, H, carries 0.1299; number 23, H, carries 0.1161; number 24, H, carries 0.1193; number 25, H, carries 0.1253; number 26, H, carries 0.1129; number 27, H, carries 0.1264; number 28, H, carries 0.1073; number 29, H, carries 0.0776; number 30, H, carries 0.1029; number 31, C, carries -0.0690; number 32, C, carries -0.2222; number 33, C, carries -0.1098; number 34, N, carries -0.2266; number 35, C, carries -0.1148; number 36, C, carries -0.1311; number 37, C, carries -0.1518; number 38, C, carries -0.1537; number 39, C, carries -0.1071; number 40, C, carries 0.0041; number 41, H, carries 0.0949; number 42, H, carries 0.0912; number 43, H, carries 0.0526; number 44, H, carries 0.1059; number 45, H, carries 0.0998; number 46, H, carries 0.1082; number 47, H, carries 0.1456; number 48, H, carries 0.1250; number 49, H, carries 0.1114; number 50, H, carries 0.1325; number 51, H, carries 0.0787; number 52, H, carries 0.0961; number 53, H, carries 0.0888; number 54, H, carries 0.1163; number 55, H, carries 0.0997; number 56, H, carries 0.1425; number 57, H, carries 0.1140; number 58, H, carries 0.0839; number 59, H, carries 0.0911; number 60, H, carries 0.0974; number 61, C, carries -0.0980; number 62, C, carries -0.2389; number 63, C, carries -0.1478; number 64, N, carries -0.2708; number 65, C, carries -0.1214; number 66, C, carries -0.1546; number 67, C, carries -0.1871; number 68, C, carries -0.1351; number 69, C, carries -0.0988; number 70, C, carries 0.0379; number 71, H, carries 0.0651; number 72, H, carries 0.1008; number 73, H, carries 0.0832; number 74, H, carries 0.1148; number 75, H, carries 0.1197; number 76, H, carries 0.1385; number 77, H, carries 0.1119; number 78, H, carries 0.1496; number 79, H, carries 0.1501; number 80, H, carries 0.1318; number 81, H, carries 0.1287; number 82, H, carries 0.1091; number 83, H, carries 0.1257; number 84, H, carries 0.0901; number 85, H, carries 0.1148; number 86, H, carries 0.1084; number 87, H, carries 0.1377; number 88, H, carries 0.0831; number 89, H, carries 0.1093; number 90, H, carries 0.1187; number 91, C, carries -0.0590; number 92, C, carries -0.1856; number 93, C, carries -0.1622; number 94, N, carries -0.2589; number 95, C, carries -0.1102; number 96, C, carries -0.1597; number 97, C, carries -0.1529; number 98, C, carries -0.1360; number 99, C, carries -0.1123